This record from OMol25 describes one molecule with the formula C3H4Cl2O4S2. The level of theory is wB97M-V/def2-TZVPD.

Calculated values
Total charge   0
Energy relative to the best compared isomer or geometry (same formula, charge and spin)   2.415 eV
HOMO-LUMO gap (alpha / beta)   6.70 / 8.13 eV
Lowest unoccupied orbital energy (alpha / beta)   -2.6 / -1.7 eV

```
15
Properties=species:S:1:pos:R:3:nbo_charge:R:1
C -0.8368 -0.7389 -0.5584 -0.697
C -1.5387 0.2881 0.2753 -0.518
C 2.0109 -0.2493 -0.2210 -0.490
O 0.5379 -1.2180 1.6532 -0.931
O 1.0209 -2.6001 -0.1998 -0.920
O 0.2007 2.2028 1.2141 -0.846
O -1.0297 2.9946 -0.7692 -0.838
S 0.6960 -1.3605 0.2831 2.206
S -0.3774 1.8597 -0.0886 1.691
Cl 2.8301 -0.8179 -1.5855 0.124
Cl 2.7491 0.8452 0.8139 0.179
H -1.5603 -1.5551 -0.5951 0.264
H -0.7058 -0.2795 -1.4902 0.246
H -2.6247 0.4789 -0.0558 0.262
H -1.3720 0.1502 1.3240 0.267
```